No. 1
{"formula": "C8H7N", "method": "wB97M-V/def2-TZVPD", "symbols": ["C", "C", "C", "C", "C", "C", "C", "C", "N", "H", "H", "H", "H", "H", "H", "H"], "positions_angstrom": [[2.525, -0.166, -0.389], [2.170, 1.103, 0.020], [0.074, -0.749, -0.865], [1.218, -0.824, 0.043], [0.765, 0.698, 0.414], [-0.538, 0.386, -0.444], [-2.540, -0.384, 0.260], [0.684, -0.235, 1.390], [-1.853, 0.640, -0.262], [3.331, -0.632, -0.746], [2.720, 2.084, -0.066], [-0.093, -1.399, -1.743], [-2.286, -1.311, 0.748], [-3.597, -0.299, 0.112], [-0.279, -0.431, 1.818], [-2.301, 1.518, -0.290]], "forces_ev_per_angstrom": [[-3.640, 3.519, 2.740], [1.229, -1.528, -2.477], [-0.247, -1.280, -1.484], [-0.244, 0.943, -0.299], [-0.641, 2.839, -0.599], [2.378, 0.416, -0.450], [-3.349, -0.963, 0.365], [0.727, -1.327, 2.366], [1.586, -0.756, 0.101], [3.210, -1.471, -1.316], [-0.982, -1.188, 0.460], [-0.381, 0.220, 0.700], [1.276, 0.345, -0.283], [-0.559, 0.089, 0.090], [-0.334, -0.951, 0.192], [-0.029, 1.093, -0.108]], "total_charge": 0, "lumo_ha": [0.02998, 0.01000], "homo_ev": [-7.0, -6.6], "energy_ha": -363.4195, "orbital_gap_ev": [7.9, 6.9], "relative_energy_ev": 9.658}

No. 2
{"formula": "C4H6EuO", "method": "wB97M-V/def2-TZVPD", "symbols": ["O", "C", "C", "H", "H", "H", "Eu", "C", "C", "H", "H", "H"], "positions_angstrom": [[-0.254, 1.295, -1.640], [0.872, 0.653, 2.400], [-0.038, -0.268, 2.782], [1.738, 0.713, 3.080], [-1.020, -0.342, 2.296], [0.110, -0.936, 3.642], [0.860, 1.925, 0.257], [-0.756, 0.238, -2.277], [-0.128, -0.935, -2.489], [-1.710, 0.434, -2.793], [0.823, -1.166, -2.000], [-0.497, -1.613, -3.259]], "forces_ev_per_angstrom": [[0.090, -0.327, 1.169], [-0.381, -0.164, 0.242], [0.261, 0.485, 0.123], [-0.014, -0.327, -0.099], [0.362, -0.258, -0.038], [-0.174, 0.203, -0.193], [-0.477, -0.119, -0.815], [0.547, 0.266, -0.858], [-0.098, 0.276, -0.012], [0.203, -0.138, 0.194], [-0.221, 0.114, -0.252], [-0.098, -0.012, 0.542]], "total_charge": 0, "lumo_ha": [-0.03901, -0.03666], "homo_ev": [-7.5, -7.6], "spin_multiplicity": 8, "energy_ha": -941.4470, "orbital_gap_ev": [6.4, 6.6], "relative_energy_ev": 0.015}